Record 1
A molecular structure, C5H11Br2N2O2Rh at a distorted geometry, computed with the ωB97M-V functional and the def2-TZVPD basis.

```
23
Properties=species:S:1:pos:R:3:nbo_charge:R:1
Rh 0.26897 -1.49609 -1.86720 1.1013
Br 1.37502 -3.82186 -1.40794 0.4418
C 2.82990 -3.40739 -2.64634 -0.4865
Br 2.40100 -1.60519 -3.28891 0.4410
H 2.84014 -4.11288 -3.48024 0.3263
H 3.77696 -3.38617 -2.10230 0.3246
C -0.21209 0.09298 2.64654 -0.4724
N -0.55445 1.20667 1.81684 -0.0381
C -0.89760 2.44713 2.42222 -0.4919
C -0.55032 1.03823 0.39790 0.7702
C -1.01210 2.14523 -0.46656 -0.7618
O -0.15350 -0.05107 -0.04117 -0.6405
H -0.20438 0.34668 3.70094 0.3020
H 0.76518 -0.32616 2.36727 0.2929
H -0.91929 -0.74145 2.50141 0.3015
H -0.78750 2.40503 3.50285 0.3024
H -1.94443 2.75374 2.22639 0.3350
H -0.27683 3.28995 2.06680 0.3259
H -1.25104 3.05994 0.06435 0.2981
H -1.91065 1.83976 -1.01545 0.3068
H -0.26534 2.38499 -1.22958 0.3062
O -1.93086 -2.33863 -3.43095 0.2739
N -1.38681 -1.72345 -2.73688 0.4410
```

Summary:
Charge: +4
Multiplicity: 5
LUMO (alpha / beta) (eV): -18.5 / -19.9
Gap between HOMO and LUMO (alpha / beta) (eV): 6.59 / 6.08
Energy relative to the best compared isomer or geometry (same formula, charge and spin) (kJ/mol): 117.24
HOMO energy (alpha / beta) (Ha): -0.92196 / -0.95639

Record 2
C5H11BrN4Si2 in the gas phase at a distorted geometry, computed with the ωB97M-V functional and the def2-TZVPD basis.

```
23
Properties=species:S:1:pos:R:3:nbo_charge:R:1
C 1.19788 -2.92875 -0.90671 0.1876
C -1.47487 1.51067 1.41257 -0.0639
C 0.93806 -2.55729 -2.29159 -0.3303
C -0.12440 2.20947 1.98627 -0.2417
C -1.74660 0.00167 1.76847 -0.6171
N 1.54834 -1.97008 -0.16925 -0.9057
N -1.54918 1.66509 -0.13317 -1.0567
N 0.79304 -1.12641 -2.24799 -1.0304
N 0.76250 1.78820 0.95392 -1.1017
Si 1.44823 -0.38527 -0.82678 1.3474
Si 0.09104 1.63653 -0.59209 1.4346
Br 0.60448 2.46936 -2.61730 -0.2908
H 1.19934 -4.01733 -0.57685 0.1894
H -2.39061 2.09141 1.63067 0.2097
H 1.93723 -2.72258 -2.88475 0.2350
H -0.01929 -2.97439 -2.74524 0.2334
H -0.27463 3.26913 1.91522 0.1858
H 0.08207 1.78536 2.99584 0.2006
H -2.08373 0.01316 2.84416 0.1974
H -0.93222 -0.80140 1.61909 0.2017
H -2.48671 -0.20057 1.14059 0.2149
H 0.76364 -0.83878 -3.25222 0.4121
H 1.71640 2.08278 0.97714 0.3888
```

Summary:
Charge: 0
LUMO (alpha / beta) (eV): -1.4 / -1.4
Gap between HOMO and LUMO (alpha / beta) (eV): 6.22 / 6.22
Energy relative to the best compared isomer or geometry (same formula, charge and spin) (kJ/mol): 386.80
HOMO energy (alpha / beta) (Ha): -0.27938 / -0.27944

Record 3
2 unconnected molecules or ions with the total composition C5H11Cl, computed with the ωB97M-V functional and the def2-TZVPD basis.

```
17
Properties=species:S:1:pos:R:3:nbo_charge:R:1
C 1.43868 0.07426 -1.22804 -0.6889
C 0.97694 1.57853 0.78031 -0.6864
C -1.69740 -1.65593 -0.05903 -0.6850
C 1.21777 0.22573 0.22213 -0.0610
C -1.60417 -0.35171 0.65430 -0.1769
Cl -2.21044 1.01572 -0.18176 -0.0187
H 0.68277 0.62632 -1.78900 0.2162
H 1.42780 -0.97166 -1.53180 0.2162
H 2.41446 0.49390 -1.50464 0.2166
H 0.72488 1.53361 1.83747 0.2162
H 1.85686 2.22450 0.66752 0.2073
H 0.15916 2.07381 0.24784 0.2196
H -2.73242 -2.00246 -0.16639 0.2152
H -1.14930 -2.41602 0.49655 0.2231
H -1.27296 -1.57912 -1.06194 0.2214
H 1.50809 -0.56397 0.89387 0.1785
H -1.74071 -0.30552 1.72259 0.1866
```

Summary:
Charge: 0
LUMO (alpha / beta) (eV): 0.5 / 1.0
Gap between HOMO and LUMO (alpha / beta) (eV): 7.91 / 8.94
Energy relative to the best compared isomer or geometry (same formula, charge and spin) (kJ/mol): 319.54
HOMO energy (alpha / beta) (Ha): -0.27126 / -0.29010

Record 4
5 unconnected molecules or ions with the total composition C5H11Cl6N3O6 at a distorted geometry, computed with the ωB97M-V functional and the def2-TZVPD basis.

```
31
Properties=species:S:1:pos:R:3:nbo_charge:R:1
C 0.42888 -4.10270 0.67756 -0.4886
N 0.92079 -4.56056 -0.69627 0.5314
O 0.64407 -3.81933 -1.63959 -0.3819
O 1.46952 -5.64084 -0.81983 -0.3486
H 0.42696 -4.90436 1.42950 0.2309
H -0.55036 -3.70686 0.62400 0.2292
H 0.94494 -3.29488 1.05923 0.2298
C 4.61050 0.54240 -2.88731 -0.4816
N 5.79705 1.41169 -3.12047 0.5218
O 6.84059 0.99618 -2.56371 -0.3895
O 5.61366 2.50917 -3.61199 -0.3496
H 4.77942 -0.47441 -2.85486 0.2276
H 3.88115 0.75215 -3.63169 0.2263
H 4.11376 0.89706 -1.90742 0.2417
C -2.55286 0.23906 1.85571 -0.4792
N -3.23985 0.81525 0.62750 0.5408
O -4.38793 0.45585 0.47552 -0.3447
O -2.53929 1.47101 -0.15488 -0.4096
H -2.97332 0.66010 2.73939 0.2331
H -1.52963 0.58443 1.79303 0.2253
H -2.58878 -0.81915 1.84891 0.2276
Cl -3.03010 3.57964 3.18813 0.0173
C -4.27032 2.98712 4.30794 -0.2848
Cl -3.53188 1.80375 5.48836 -0.0174
Cl -5.53406 2.18044 3.48718 0.0551
H -4.77026 3.83459 4.76343 0.2382
Cl 0.16221 1.38285 -3.78957 0.0014
C 0.09814 1.15960 -2.02203 -0.2917
Cl 1.34329 2.13499 -1.19858 0.0036
Cl 0.34305 -0.57528 -1.77557 0.0183
H -0.91934 1.50104 -1.69162 0.2679
```

Summary:
Charge: 0
LUMO (eV): -0.3
SMILES: C[N+](=O)[O-].C[N+](=O)[O-].C[N+](=O)[O-].ClC(Cl)Cl.ClC(Cl)Cl
Gap between HOMO and LUMO (eV): 10.78
HOMO energy (Ha): -0.40674

Record-wise total energy values, in eV: -155474.8525; -97120.1580; -17882.7315; -97243.6555